[1]
Molecular formula: C37H92B7F28N9O5
Method: DFT, ωB97M-V with the def2-TZVPD basis set

CARTESIAN COORDINATES (ANGSTROEM)
C  16.892  2.397  23.424
C  16.987  3.348  22.247
N  16.642  2.754  20.945
C  15.992  3.469  19.915
C  15.854  2.604  18.809
N  16.519  1.440  19.068
C  16.894  1.455  20.453
C  16.601  0.337  18.063
H  17.722  1.697  23.516
H  15.928  1.890  23.479
H  16.969  3.182  24.176
H  17.987  3.744  22.073
H  16.305  4.193  22.341
H  15.753  4.505  20.101
H  15.405  2.814  17.850
H  17.397  0.703  21.043
H  15.671  0.287  17.498
H  16.782  -0.630  18.532
H  17.396  0.614  17.369
C  8.055  -7.628  11.896
C  8.809  -8.962  12.239
N  9.867  -8.756  13.312
C  10.497  -7.635  13.763
C  11.528  -7.941  14.664
N  11.557  -9.281  14.704
C  10.499  -9.741  13.977
C  12.511  -10.108  15.345
H  7.254  -7.747  11.167
H  8.603  -6.883  11.318
H  7.697  -7.072  12.763
H  9.243  -9.498  11.395
H  8.158  -9.797  12.499
H  10.243  -6.654  13.389
H  12.365  -7.451  15.140
H  10.246  -10.778  13.815
H  12.228  -11.152  15.214
H  12.503  -9.973  16.427
H  13.495  -10.135  14.876
C  19.013  -5.409  16.943
N  19.922  -6.632  16.782
C  19.073  -7.766  17.443
C  20.316  -6.952  15.314
C  21.135  -6.468  17.689
C  22.390  -5.716  17.125
O  22.041  -4.430  16.655
H  18.803  -5.183  17.988
H  18.065  -5.561  16.426
H  19.612  -4.591  16.543
H  19.566  -8.731  17.331
H  18.073  -7.787  17.011
H  18.900  -7.579  18.503
H  21.148  -7.646  15.195
H  20.450  -5.987  14.825
H  19.520  -7.348  14.684
H  21.547  -7.470  17.806
H  20.765  -6.154  18.665
H  22.850  -6.293  16.323
H  23.194  -5.595  17.851
H  22.005  -4.468  15.696
C  16.748  -3.050  21.013
N  17.951  -3.683  21.782
C  19.099  -2.632  21.728
C  17.557  -3.999  23.275
C  18.433  -5.067  21.043
C  17.449  -6.223  21.077
O  16.498  -6.030  20.098
H  15.858  -3.653  21.192
H  17.054  -3.134  19.970
H  16.611  -2.053  21.430
H  19.325  -2.545  20.665
H  19.991  -3.115  22.127
H  18.842  -1.667  22.166
H  16.643  -4.590  23.208
H  17.361  -3.039  23.752
H  18.475  -4.407  23.699
H  19.363  -5.375  21.520
H  18.714  -4.826  20.018
H  16.912  -6.389  22.011
H  17.977  -7.121  20.756
H  15.630  -6.376  20.319
C  12.323  1.267  18.630
N  11.426  1.484  19.897
C  10.353  2.530  19.459
C  10.685  0.149  20.383
C  12.439  1.950  21.007
C  11.889  2.247  22.450
O  10.984  3.366  22.506
H  11.803  1.113  17.684
H  12.934  0.453  19.020
H  12.862  2.209  18.531
H  10.833  3.402  19.014
H  9.705  2.749  20.307
H  9.776  2.217  18.588
H  9.924  -0.216  19.693
H  10.308  0.332  21.389
H  11.347  -0.710  20.493
H  12.656  2.867  20.457
H  13.286  1.266  21.061
H  12.723  2.555  23.080
H  11.549  1.314  22.900
H  10.714  3.653  23.381
C  12.168  -2.598  18.406
N  12.501  -4.056  17.850
C  11.535  -5.040  18.565
C  12.423  -4.193  16.339
C  13.862  -4.593  18.373
C  15.124  -4.093  17.585
O  15.317  -2.744  17.734
H  12.366  -1.965  17.540
H  12.703  -2.356  19.324
H  11.116  -2.424  18.634
H  11.637  -4.901  19.641
H  11.829  -6.069  18.355
H  10.568  -4.934  18.073
H  13.109  -3.451  15.929
H  11.367  -4.036  16.120
H  12.714  -5.235  16.211
H  13.927  -5.678  18.297
H  13.952  -4.244  19.402
H  15.104  -4.386  16.535
H  15.916  -4.717  17.997
H  16.059  -2.422  17.216
C  6.894  -2.454  18.075
N  6.406  -2.658  16.578
C  5.213  -3.639  16.555
C  5.922  -1.276  16.092
C  7.668  -3.080  15.812
C  7.975  -4.583  15.750
O  8.137  -5.047  17.062
H  7.769  -1.805  18.049
H  7.045  -3.349  18.678
H  5.981  -1.928  18.356
H  4.836  -3.587  15.533
H  4.494  -3.156  17.217
H  5.410  -4.676  16.824
H  4.969  -1.074  16.580
H  5.869  -1.271  15.003
H  6.673  -0.532  16.356
H  8.493  -2.388  15.984
H  7.289  -3.019  14.792
H  8.948  -4.710  15.274
H  7.181  -5.144  15.255
H  7.902  -5.959  17.247
B  15.491  -7.195  15.578
F  14.713  -8.342  15.620
F  15.949  -7.021  16.870
F  16.734  -7.493  14.926
F  14.920  -6.127  15.022
B  11.156  -3.307  13.048
F  10.387  -2.848  14.135
F  10.739  -2.823  11.790
F  12.391  -2.865  13.198
F  11.197  -4.668  12.999
B  14.597  -1.085  22.799
F  13.679  -0.520  23.638
F  14.692  -2.386  23.028
F  14.105  -1.046  21.505
F  15.900  -0.488  22.848
B  9.640  0.382  16.010
F  10.476  -0.739  16.242
F  8.893  0.593  17.098
F  10.380  1.532  15.658
F  8.699  0.048  14.999
B  13.173  -7.471  20.879
F  12.314  -8.112  21.667
F  12.751  -7.695  19.511
F  13.383  -6.145  21.143
F  14.441  -7.924  21.098
B  8.889  -2.667  21.600
F  9.004  -1.773  22.612
F  7.941  -2.283  20.652
F  10.126  -2.802  20.933
F  8.555  -3.795  22.162
B  19.315  -2.063  17.879
F  20.013  -1.850  16.724
F  19.328  -0.940  18.716
F  18.040  -2.352  17.493
F  19.658  -3.193  18.539

## Properties
- Gap between HOMO and LUMO (alpha / beta): 2.4 / 6.4 eV
- Energy: -5305.472337 Ha
- Spin multiplicity: 2
- Net charge: -1
- Maximum force: 4.4 eV Å⁻¹

---

[2]
Molecular formula: C2H5N3S
Method: DFT, ωB97M-V with the def2-TZVPD basis set

CARTESIAN COORDINATES (ANGSTROEM)
C  -0.563  0.162  1.145
C  1.704  -1.154  0.044
H  -0.352  2.439  -1.659
H  -0.942  0.222  2.145
H  -0.983  -1.784  1.336
H  2.056  -0.248  0.682
H  2.502  -1.584  -0.440
N  -0.567  1.286  0.581
N  -0.467  -1.092  0.711
N  0.488  -1.779  -0.058
S  -0.332  1.125  -1.115

## Properties
- Structure (SMILES): C=NN/C=N\S
- Gap between HOMO and LUMO: 9.0 eV
- Energy: -641.535718 Ha
- Maximum force: 6.1 eV Å⁻¹

---

[3]
Molecular formula: CHEuO5
Method: DFT, ωB97M-V with the def2-TZVPD basis set

CARTESIAN COORDINATES (ANGSTROEM)
O  -1.198  1.148  -0.797
O  0.477  0.722  0.741
O  -0.867  0.442  0.373
C  0.439  -0.709  -0.171
O  0.969  -0.656  -1.229
O  0.170  -1.717  0.610
Eu  -0.698  3.259  0.093
H  0.708  -2.489  0.381

## Properties
- Gap between HOMO and LUMO (alpha / beta): 7.3 / 7.5 eV
- Energy: -1124.743487 Ha
- Spin multiplicity: 8
- Net charge: +1
- Maximum force: 3.2 eV Å⁻¹

---

[4]
Molecular formula: C2Cl2FN
Method: DFT, ωB97M-V with the def2-TZVPD basis set

CARTESIAN COORDINATES (ANGSTROEM)
C  -0.319  -0.222  0.169
C  0.883  0.503  -0.425
N  1.684  1.221  -0.849
F  -1.213  0.722  0.355
Cl  -1.078  -1.307  -0.981
Cl  0.043  -0.918  1.731

## Properties
- Structure (SMILES): N#CC(F)(Cl)Cl
- Gap between HOMO and LUMO: 12.6 eV
- Energy: -1151.178744 Ha
- Maximum force: 2.1 eV Å⁻¹

---

[5]
Molecular formula: C11H14Cl24O5S
Method: DFT, ωB97M-V with the def2-TZVPD basis set

CARTESIAN COORDINATES (ANGSTROEM)
C  1.984  1.079  0.377
C  0.719  1.610  0.961
O  -0.548  1.074  0.381
S  -1.198  2.211  -0.752
O  -2.754  2.000  -0.606
O  -0.832  1.775  -2.360
C  0.537  2.162  -2.746
O  1.147  1.039  -3.510
O  2.187  0.555  -2.881
H  2.983  1.690  0.371
H  1.956  0.027  -0.160
H  0.774  2.435  1.789
H  1.205  2.548  -1.863
H  0.465  3.068  -3.517
H  1.904  -0.368  -2.552
C  5.325  2.250  -3.402
Cl  6.039  0.872  -2.547
Cl  4.617  3.396  -2.252
Cl  6.539  3.052  -4.413
H  4.528  1.877  -4.051
C  2.855  -3.448  -0.430
Cl  1.869  -4.577  -1.375
Cl  2.358  -1.776  -0.744
Cl  2.739  -3.817  1.299
H  3.898  -3.561  -0.738
C  -5.499  -0.155  0.216
Cl  -6.395  -0.481  -1.278
Cl  -6.417  0.938  1.266
Cl  -5.129  -1.667  1.062
H  -4.556  0.332  -0.048
C  -5.686  -4.043  4.113
Cl  -4.394  -4.390  2.952
Cl  -7.162  -3.540  3.271
Cl  -6.003  -5.457  5.133
H  -5.360  -3.221  4.756
C  2.311  -7.751  3.073
Cl  3.217  -9.260  2.868
Cl  2.882  -6.872  4.502
Cl  2.449  -6.740  1.624
H  1.257  -7.999  3.220
C  -0.306  2.746  -6.693
Cl  -1.267  1.824  -5.525
Cl  -0.964  4.380  -6.889
Cl  1.391  2.815  -6.185
H  -0.356  2.237  -7.658
C  -5.463  3.968  3.089
Cl  -6.425  3.045  4.257
Cl  -6.121  5.601  2.893
Cl  -3.767  4.037  3.596
H  -5.513  3.458  2.123
C  4.460  1.843  3.285
Cl  5.120  0.286  2.755
Cl  4.544  3.032  1.975
Cl  2.790  1.652  3.847
H  5.065  2.207  4.120

## Properties
- Gap between HOMO and LUMO: 9.5 eV
- Energy: -12246.188683 Ha
- Maximum force: 6.1 eV Å⁻¹